C6H10N2O | the ωB97M-V functional and the def2-TZVPD basis

For the gap between HOMO and LUMO (alpha / beta), the calculation gives 7.63 / 8.16 eV. Its spin multiplicity is 1.

Geometry as XYZ:
```
19
C6H10N2O | the Open Molecules 2025 dataset | the ωB97M-V functional and the def2-TZVPD basis
C 2.027 0.674 -0.114
C 1.588 -0.585 -0.832
N 0.525 -0.402 -1.659
O 2.193 -1.636 -0.779
H 0.155 -1.214 -2.126
H -0.070 0.408 -1.561
H 2.312 1.435 -0.839
H 2.881 0.451 0.519
H 1.203 1.064 0.484
N -1.906 0.057 1.238
C -1.160 -1.003 1.156
C -1.487 1.150 0.566
C -0.174 -1.758 1.526
C -1.843 1.660 -0.595
H -2.752 0.071 1.811
H 0.085 -2.667 1.004
H -1.427 2.596 -0.941
H 0.479 -1.526 2.362
H -2.629 1.226 -1.219
```

---

C32H28N7S3Ti | the ωB97M-V functional and the def2-TZVPD basis

The net charge is -1. For the gap between HOMO and LUMO (alpha / beta), the calculation gives 5.38 / 6.74 eV. Its spin multiplicity is 3.

Geometry as XYZ:
```
71
C32H28N7S3Ti | the Open Molecules 2025 dataset | the ωB97M-V functional and the def2-TZVPD basis
Ti 0.476 0.050 -0.185
N 4.723 -1.020 -0.085
C 3.485 -0.463 0.103
S 2.297 -1.437 0.892
N 3.286 0.778 -0.223
N 2.019 1.191 0.014
C 1.786 2.458 0.365
C 2.793 3.506 0.209
C 3.110 4.363 1.263
C 4.052 5.356 1.099
C 4.701 5.510 -0.116
C 4.423 4.639 -1.157
C 3.488 3.638 -0.995
C 0.542 2.636 1.031
C 0.003 3.880 1.422
C -1.150 3.924 2.160
C -1.775 2.720 2.521
C -1.228 1.538 2.061
N -0.119 1.464 1.328
H 4.723 -2.026 -0.035
H 5.280 -0.605 -0.814
H 2.627 4.213 2.218
H 4.292 6.003 1.934
H 5.429 6.301 -0.243
H 4.928 4.749 -2.108
H 3.291 2.945 -1.796
H 0.506 4.787 1.125
H -1.578 4.869 2.463
H -2.671 2.718 3.123
H -1.702 0.596 2.311
S -3.119 0.094 0.038
C -2.302 1.260 -0.795
N -1.046 1.232 -1.212
C -0.720 2.318 -1.982
C 0.491 2.531 -2.643
C 0.638 3.649 -3.440
C -0.378 4.589 -3.565
C -1.574 4.417 -2.893
C -1.744 3.280 -2.130
S -3.169 2.765 -1.274
H 1.279 1.791 -2.556
H 1.570 3.797 -3.969
H -0.238 5.454 -4.198
H -2.361 5.152 -2.968
C 2.294 -2.489 -4.676
C 2.608 -1.057 -4.228
C 2.163 -0.052 -5.299
C 4.110 -0.902 -3.965
C 1.881 -0.761 -2.989
C 1.241 -0.470 -2.003
H 2.858 -2.736 -5.575
H 1.231 -2.603 -4.886
H 2.562 -3.196 -3.893
H 2.613 -0.282 -6.265
H 2.458 0.955 -5.007
H 1.080 -0.064 -5.406
H 4.684 -1.020 -4.883
H 4.441 -1.651 -3.250
H 4.311 0.081 -3.545
N -0.989 -6.911 0.061
C -0.978 -5.755 0.047
C -0.939 -4.367 0.007
C -0.808 -3.580 1.174
C -0.666 -2.228 1.057
N -0.635 -1.565 -0.128
C -0.885 -2.312 -1.239
C -1.016 -3.670 -1.223
H -0.802 -4.060 2.142
H -0.557 -1.607 1.946
H -0.973 -1.756 -2.171
H -1.159 -4.227 -2.138
```

---

C36H32CoNO3PS | the ωB97M-V functional and the def2-TZVPD basis

The net charge is -2. For the gap between HOMO and LUMO (alpha / beta), the calculation gives 6.29 / 6.66 eV. Its spin multiplicity is 2.

Geometry as XYZ:
```
75
C36H32CoNO3PS | the Open Molecules 2025 dataset | the ωB97M-V functional and the def2-TZVPD basis
Co -0.932 2.160 0.491
C -1.201 2.903 2.452
C -2.343 2.112 2.107
C -2.941 2.706 0.974
C -2.227 3.928 0.679
C -1.172 4.051 1.585
H -0.533 2.700 3.275
H -2.640 1.166 2.536
H -3.778 2.305 0.427
H -2.403 4.567 -0.172
H -0.402 4.808 1.573
O -4.947 -2.184 1.040
S -3.657 -1.588 1.357
O -3.597 -0.961 2.673
O -3.093 -0.780 0.280
C -2.545 -2.992 1.530
C -3.128 -4.243 1.733
C -2.342 -5.370 1.876
C -0.958 -5.255 1.800
C -0.385 -4.014 1.602
C -1.161 -2.856 1.481
P -0.336 -1.207 1.243
C 0.514 -1.686 -0.323
C -0.198 -1.395 -1.489
C 0.311 -1.759 -2.727
C 1.547 -2.385 -2.823
C 2.267 -2.660 -1.669
C 1.748 -2.320 -0.427
C 1.015 -1.386 2.489
C 2.216 -0.691 2.335
C 3.174 -0.683 3.339
C 2.945 -1.355 4.532
C 1.744 -2.029 4.710
C 0.791 -2.044 3.701
H -4.208 -4.297 1.756
H -2.802 -6.339 2.032
H -0.329 -6.134 1.889
H 0.694 -3.932 1.542
H -1.145 -0.870 -1.410
H -0.251 -1.533 -3.624
H 1.951 -2.650 -3.794
H 3.238 -3.138 -1.734
H 2.322 -2.545 0.465
H 2.405 -0.146 1.418
H 4.098 -0.138 3.186
H 3.690 -1.347 5.319
H 1.545 -2.546 5.643
H -0.142 -2.570 3.862
C -2.682 2.658 -4.456
C -1.260 2.203 -4.098
C -0.985 0.855 -4.776
C -0.254 3.237 -4.626
C -1.129 2.083 -2.636
C -1.090 2.031 -1.417
H -2.800 2.752 -5.542
H -2.895 3.624 -3.994
H -3.412 1.939 -4.081
H -1.065 0.945 -5.866
H -1.701 0.108 -4.431
H 0.018 0.505 -4.525
H -0.345 3.348 -5.713
H 0.764 2.927 -4.386
H -0.428 4.206 -4.156
N 6.489 1.775 0.219
C 5.337 1.827 0.256
C 3.907 1.895 0.300
C 3.129 1.366 -0.734
C 1.747 1.443 -0.677
C 1.043 2.016 0.402
C 1.873 2.538 1.419
C 3.257 2.496 1.380
H 3.616 0.892 -1.579
H 1.180 1.041 -1.508
H 1.427 3.000 2.291
H 3.845 2.912 2.192
```

---

C6H6N4O | the ωB97M-V functional and the def2-TZVPD basis

For the gap between HOMO and LUMO, the calculation gives 9.66 eV. Its spin multiplicity is 1.

Geometry as XYZ:
```
17
C6H6N4O | the Open Molecules 2025 dataset | the ωB97M-V functional and the def2-TZVPD basis
C -2.355 1.071 0.966
C 0.978 -2.043 1.367
C -0.394 -0.766 0.458
C -2.617 -1.270 -0.197
C 1.246 1.214 0.012
C -2.146 0.130 -0.047
N -2.172 2.010 1.613
N -0.319 -1.948 1.068
N 1.692 -0.961 0.892
N 0.799 -0.117 0.384
O -2.882 -1.764 -1.271
H 1.524 -2.734 1.926
H -2.635 -1.958 0.721
H 1.697 1.378 -1.029
H 0.319 1.815 0.150
H 1.962 1.369 0.750
H -1.975 0.643 -0.990
```

---

C42H33LiN6O4 | the ωB97M-V functional and the def2-TZVPD basis

The net charge is -2. For the gap between HOMO and LUMO, the calculation gives 5.63 eV. Its spin multiplicity is 1.

Geometry as XYZ:
```
86
C42H33LiN6O4 | the Open Molecules 2025 dataset | the ωB97M-V functional and the def2-TZVPD basis
Li -1.828 1.040 0.651
C -4.674 2.035 -4.493
C -5.181 2.057 -3.196
C -4.669 1.222 -2.218
C -3.629 0.315 -2.499
C -3.106 0.326 -3.806
C -3.625 1.171 -4.780
N -3.099 -0.405 -1.449
C -2.650 -1.630 -1.543
C -2.911 -2.551 -2.640
C -2.381 -3.801 -2.670
C -1.535 -4.289 -1.629
C -1.296 -3.483 -0.554
C -1.840 -2.178 -0.470
N -1.635 -1.342 0.601
N -0.934 -1.779 1.550
C -0.781 -0.842 2.602
C -0.040 -1.257 3.707
C 0.142 -0.370 4.752
C -0.422 0.898 4.679
C -1.145 1.223 3.539
N -1.317 0.376 2.530
H -5.062 2.703 -5.252
H -5.966 2.758 -2.934
H -5.018 1.276 -1.192
H -2.254 -0.301 -4.035
H -3.182 1.170 -5.772
H -3.566 -2.218 -3.434
H -2.619 -4.455 -3.504
H -1.104 -5.281 -1.689
H -0.678 -3.817 0.271
H 0.391 -2.251 3.703
H 0.727 -0.661 5.617
H -0.286 1.624 5.468
H -1.597 2.200 3.402
O -3.943 4.465 0.796
C -3.253 3.444 0.635
O -3.190 2.402 1.339
C -2.351 3.443 -0.613
C -2.106 4.658 -1.303
C -1.296 4.647 -2.390
C -0.732 3.423 -2.832
C 0.109 3.323 -3.967
C 0.616 2.114 -4.350
C 0.300 0.948 -3.613
C -0.503 1.018 -2.512
C -1.035 2.264 -2.093
N -1.840 2.298 -0.987
H -2.579 5.553 -0.926
H -1.071 5.558 -2.936
H 0.341 4.224 -4.527
H 1.262 2.044 -5.218
H 0.713 -0.007 -3.916
H -0.751 0.142 -1.924
C 3.853 -3.838 4.449
C 3.096 -3.579 3.167
C 2.500 -4.650 2.508
C 1.773 -4.443 1.343
C 1.688 -3.172 0.808
C 2.291 -2.085 1.443
N 2.110 -0.818 0.871
C 3.079 0.165 0.743
C 4.446 -0.141 0.723
C 5.394 0.864 0.607
C 5.000 2.195 0.500
C 3.642 2.493 0.513
C 2.673 1.507 0.628
C 1.197 1.897 0.619
O 0.901 3.088 0.777
O 0.415 0.921 0.403
C 2.971 -2.277 2.656
C 3.521 -1.096 3.411
H 3.847 -4.903 4.682
H 3.409 -3.310 5.295
H 4.894 -3.511 4.380
H 2.591 -5.647 2.925
H 1.283 -5.273 0.848
H 1.132 -2.984 -0.103
H 1.166 -0.428 0.771
H 4.750 -1.179 0.800
H 6.447 0.603 0.592
H 5.738 2.983 0.407
H 3.284 3.513 0.439
H 4.542 -0.850 3.105
H 3.527 -1.282 4.485
H 2.914 -0.208 3.227
```

---

C2H3NO3S | the ωB97M-V functional and the def2-TZVPD basis

For the gap between HOMO and LUMO, the calculation gives 9.56 eV. Its spin multiplicity is 1.

Geometry as XYZ:
```
10
C2H3NO3S | the Open Molecules 2025 dataset | the ωB97M-V functional and the def2-TZVPD basis
C -0.897 0.881 -0.280
C -1.007 -0.608 0.082
N 0.153 1.578 -0.055
O 0.384 -1.226 -0.178
O 2.831 -0.941 0.609
O 1.351 1.041 0.312
S 2.033 -0.324 -0.412
H -1.838 1.287 -0.730
H -1.202 -0.560 1.184
H -1.809 -1.129 -0.532
```

---

C5H11N | the ωB97M-V functional and the def2-TZVPD basis

For the gap between HOMO and LUMO, the calculation gives 9.89 eV. The structure (SMILES) is CCCN1CC1. Its spin multiplicity is 1.

Geometry as XYZ:
```
17
C5H11N | the Open Molecules 2025 dataset | the ωB97M-V functional and the def2-TZVPD basis
C 2.455 0.118 0.223
C 1.032 -0.419 0.072
C 0.107 0.788 -0.087
N -1.323 0.647 -0.192
C -2.134 -0.212 0.609
C -2.019 -0.397 -0.876
H 2.728 0.725 -0.648
H 3.199 -0.674 0.330
H 2.523 0.765 1.106
H 0.974 -1.092 -0.794
H 0.748 -1.011 0.951
H 0.407 1.339 -0.987
H 0.265 1.458 0.770
H -1.697 -0.983 1.227
H -2.984 0.276 1.085
H -1.456 -1.237 -1.286
H -2.842 -0.070 -1.500
```

---

CHN2O3S2 | the ωB97M-V functional and the def2-TZVPD basis

The net charge is -1. For the gap between HOMO and LUMO (alpha / beta), the calculation gives 6.22 / 6.22 eV. Its spin multiplicity is 1.

Geometry as XYZ:
```
9
CHN2O3S2 | the Open Molecules 2025 dataset | the ωB97M-V functional and the def2-TZVPD basis
C -0.811 -0.514 -0.558
N -0.298 -1.332 0.252
N -0.092 0.889 -0.575
O -1.768 -0.564 -1.280
O 2.004 -1.389 1.071
O 0.536 0.268 2.206
S 0.171 1.665 -2.101
S 0.887 -0.478 0.947
H -0.629 1.454 0.039
```